Formula: C14H13N8RhS2
Source: the OMol25 dataset
Level of theory: ωB97M-V/def2-TZVPD

Calculated values
- HOMO energy (spin up / spin down) (eV) = -13.04 / -15.53
- orbital gap (spin up / spin down) (eV) = 6.6 / 5.6
- net charge = +2
- M (Da) = 460.4
- spin multiplicity = 5
- DFT total energy (eV) = -51310.64630

Last column: Mulliken spin population.
Cartesian coordinates (Å):
Rh  -0.07906  0.24631  0.41419  1.38
C  -0.97895  -5.02452  1.70900  -0.01
S  -2.22605  -3.74538  1.90657  0.54
C  -1.51410  -2.35969  1.11726  0.15
S  0.19164  -1.87043  1.23570  0.47
N  -2.31947  -1.56068  0.48894  0.17
N  -1.89762  -0.42789  0.04534  0.20
C  -2.63571  0.28340  -0.83730  0.44
C  -2.02936  1.40888  -1.39129  0.03
C  -2.67773  2.26777  -2.31319  0.16
C  -1.95958  3.25553  -2.93650  -0.01
C  -0.60678  3.42168  -2.60251  0.17
C  -0.03995  2.59676  -1.64352  0.04
N  -0.71035  1.61892  -1.04481  0.11
H  -1.13176  -5.73931  2.51216  0.00
H  0.02247  -4.61047  1.74432  0.01
H  -1.14036  -5.52900  0.75691  0.03
H  -3.60705  -0.08401  -1.13194  0.01
H  -3.72260  2.09502  -2.51459  0.00
H  -2.42143  3.88832  -3.68045  0.00
H  -0.00741  4.17959  -3.08069  0.01
H  0.99400  2.73322  -1.35783  0.01
N  -0.79212  3.19847  3.70198  0.00
C  -1.38255  2.17312  3.07527  0.01
N  -0.50763  1.61323  2.26245  0.09
C  0.63709  2.34689  2.43846  0.00
N  0.46628  3.31347  3.31090  0.01
C  1.85601  2.03969  1.71903  0.00
C  3.05164  2.75516  1.89784  0.00
N  4.12203  2.42884  1.22194  0.00
C  4.10280  1.40491  0.39465  0.00
C  2.92875  0.67497  0.20884  -0.01
N  1.81235  1.01012  0.85180  -0.01
H  -1.16342  3.83662  4.39765  0.00
H  -2.40083  1.86859  3.21927  0.00
H  3.10235  3.57994  2.59615  0.00
H  5.01952  1.16233  -0.12518  0.00
H  2.89236  -0.17595  -0.45983  0.00